Record 1
{
  "formula": "C17H17N5OOs",
  "method": "ωB97M-V/def2-TZVPD",
  "species": ["Os", "N", "C", "N", "C", "N", "N", "C", "C", "C", "C", "C", "C", "N", "C", "C", "C", "C", "C", "C", "H", "H", "H", "H", "H", "H", "H", "H", "H", "H", "H", "C", "O", "C", "C", "H", "H", "H", "H", "H", "H"],
  "coordinates": [[0.348130, -1.378004, 0.271118], [2.463385, 0.791863, -2.881023], [2.142020, -0.152359, -2.019228], [1.063071, -0.126730, -1.269312], [0.160749, 0.953044, -1.406808], [-0.978985, 0.965525, -0.776537], [-1.137631, -0.164152, -0.001009], [-2.292238, -0.510742, 0.445043], [-2.343937, -1.755268, 1.217055], [-3.507398, -2.200271, 1.806592], [-3.490836, -3.407260, 2.502942], [-2.315576, -4.128324, 2.558982], [-1.177018, -3.616978, 1.946495], [-1.169473, -2.453379, 1.300134], [0.522226, 2.052212, -2.275607], [-0.260232, 3.208287, -2.387845], [0.132229, 4.217865, -3.236909], [1.303663, 4.093118, -3.989971], [2.091804, 2.964303, -3.893149], [1.692932, 1.952076, -3.030690], [3.293416, 0.673711, -3.446206], [2.808713, -1.001807, -1.941359], [-3.171364, 0.080406, 0.217222], [-4.416156, -1.620591, 1.716738], [-4.389166, -3.773556, 2.980933], [-2.259694, -5.078715, 3.070615], [-0.241896, -4.161948, 1.969526], [-1.166263, 3.289160, -1.804642], [-0.468082, 5.112357, -3.325809], [1.600089, 4.891389, -4.656810], [3.000589, 2.869803, -4.474103], [0.058588, -1.099470, 3.649909], [1.003732, -0.285466, 2.924889], [1.224643, -0.358150, 1.649901], [2.366030, 0.581078, 1.331451], [-0.954392, -0.850520, 3.343797], [0.213672, -0.842059, 4.691444], [0.282223, -2.148937, 3.487042], [2.666403, 1.132856, 2.218315], [2.079026, 1.278682, 0.546554], [3.223006, 0.006949, 0.970325]],
  "forces_ev_per_a": [[0.10, -0.61, -0.29], [-0.02, -0.03, -0.01], [-0.03, -0.03, -0.08], [-0.10, 0.37, 0.30], [-0.07, -0.07, 0.02], [0.22, -0.17, 0.01], [-0.13, 0.13, -0.10], [-0.01, -0.06, 0.05], [0.04, -0.01, -0.06], [-0.01, -0.08, -0.01], [-0.03, 0.01, 0.00], [0.01, -0.02, -0.01], [0.02, -0.09, -0.12], [-0.11, 0.39, 0.20], [0.02, 0.03, -0.05], [-0.01, 0.00, -0.03], [-0.01, 0.00, 0.01], [0.02, 0.00, -0.01], [-0.03, 0.02, -0.01], [0.02, -0.02, 0.02], [0.01, 0.03, 0.01], [0.03, 0.02, 0.03], [0.01, 0.04, 0.06], [0.01, 0.01, 0.00], [0.00, -0.01, -0.01], [-0.01, 0.00, 0.00], [0.01, 0.03, 0.06], [0.00, 0.00, 0.00], [0.00, 0.00, 0.00], [0.00, 0.00, 0.00], [0.00, -0.01, 0.01], [0.03, 0.06, -0.01], [-0.08, -0.04, -0.04], [0.10, 0.21, 0.03], [-0.02, -0.11, -0.01], [0.01, -0.02, 0.03], [-0.02, 0.02, 0.00], [0.01, 0.01, 0.02], [0.01, -0.01, 0.02], [0.01, 0.02, 0.02], [-0.01, -0.01, -0.03]],
  "nbo_charge": [0.7311, -0.5035, 0.3668, -0.5986, 0.4301, -0.3233, -0.1875, 0.1123, 0.1095, -0.1716, -0.1159, -0.2064, 0.0730, -0.4738, -0.1773, -0.1211, -0.1833, -0.1196, -0.2482, 0.2377, 0.4477, 0.2298, 0.2541, 0.2570, 0.2607, 0.2636, 0.2286, 0.2518, 0.2502, 0.2506, 0.2419, -0.2539, -0.4381, 0.4717, -0.7192, 0.1926, 0.2379, 0.1940, 0.2643, 0.2357, 0.2485],
  "gap_ev": 7.0,
  "charge": 2
}

***

Record 2
{
  "formula": "C4H10N2O2",
  "method": "ωB97M-V/def2-TZVPD",
  "species": ["C", "C", "C", "C", "N", "N", "O", "O", "H", "H", "H", "H", "H", "H", "H", "H", "H", "H"],
  "coordinates": [[0.450466, -0.660008, -0.142433], [0.426412, -2.119413, 0.147928], [1.553220, 1.448965, -0.546222], [-1.387185, 0.748397, 0.681995], [1.584579, -0.046872, -0.209967], [-0.710043, 0.086570, -0.458541], [2.722718, -0.539806, 0.063544], [-1.760606, -0.631983, -1.078657], [1.546501, -2.326395, 0.124020], [0.046962, -2.316025, 1.163202], [-0.202279, -2.514091, -0.715003], [1.400792, 2.257301, 0.185068], [2.620251, 1.610746, -1.024712], [0.755937, 1.581620, -1.218544], [-2.193449, 1.494899, 0.389317], [-1.930970, 0.093423, 1.436902], [-0.669084, 1.222524, 1.268944], [-1.550673, -0.432747, -2.065977]],
  "forces_ev_per_a": [[-0.88, -0.72, 0.17], [0.94, 0.46, -1.11], [3.33, -0.32, -1.09], [-2.04, -0.46, 0.11], [-0.17, 2.77, 0.59], [-1.32, 1.41, 1.53], [0.09, -0.16, 0.06], [1.25, -0.12, -3.11], [-1.59, -0.58, -0.15], [-0.17, -0.15, -0.56], [0.89, -0.36, 1.50], [0.21, -1.14, 0.73], [-2.32, -0.25, 0.85], [-0.65, 0.16, -1.23], [1.31, -0.88, -0.23], [0.67, -0.06, -1.20], [1.36, 1.10, 0.79], [-0.91, -0.70, 2.36]],
  "nbo_charge": [0.3161, -0.7035, -0.4687, -0.4286, 0.1071, -0.1917, -0.5649, -0.5676, 0.2768, 0.2341, 0.2416, 0.2200, 0.2313, 0.2209, 0.2128, 0.1892, 0.2004, 0.4746],
  "gap_ev": 8.8,
  "charge": 0
}

***

Record 3
{
  "formula": "C11H12CeNO6",
  "method": "ωB97M-V/def2-TZVPD",
  "species": ["O", "C", "Ce", "C", "O", "C", "O", "C", "O", "C", "O", "H", "O", "C", "C", "C", "C", "C", "C", "N", "H", "H", "H", "H", "H", "H", "H", "H", "H", "H", "H"],
  "coordinates": [[2.068423, -3.179047, -0.881510], [1.337126, -2.275983, -0.800755], [-0.335143, -0.383741, -0.438316], [-0.263999, 2.036788, 0.009692], [-0.337547, 3.154120, 0.362530], [1.587509, 1.640378, -0.704421], [2.262448, 2.605467, -0.891139], [-0.468717, 0.394669, -2.944275], [-0.573642, 0.866968, -4.003538], [1.201355, 0.209731, 1.276910], [1.745480, 0.603997, 2.234082], [1.798426, 0.516397, -1.051539], [-1.822059, -0.980695, 1.029789], [-2.724413, -1.443407, 1.831804], [-4.113611, -1.736931, 1.360537], [-4.485775, -3.235919, 1.393416], [-4.763090, -3.791835, 2.786517], [-3.534243, -3.759111, 3.690052], [-3.207220, -2.322426, 4.112666], [-2.383458, -1.641358, 3.097056], [-4.836110, -1.152722, 1.961057], [-4.169337, -1.351629, 0.333190], [-5.388444, -3.375694, 0.782314], [-3.679180, -3.807709, 0.909054], [-5.561610, -3.211137, 3.272607], [-5.084260, -4.836690, 2.676379], [-3.678695, -4.387329, 4.584314], [-2.674454, -4.222290, 3.189636], [-4.152617, -1.787233, 4.304079], [-2.639999, -2.334104, 5.047789], [-1.541145, -1.152442, 3.404113]],
  "forces_ev_per_a": [[-3.44, 4.50, 0.43], [4.49, -5.95, -0.75], [-1.41, 1.06, -0.36], [-2.14, 3.73, 0.85], [0.68, -3.02, -0.91], [1.52, 1.66, -0.12], [-1.63, -2.97, 0.31], [-0.60, 2.84, -6.47], [0.55, -2.40, 5.33], [3.80, 1.99, 5.81], [-2.27, -1.68, -4.08], [0.87, 0.51, -0.46], [-0.43, -0.09, 0.21], [-0.03, -0.28, 1.59], [-0.10, 0.14, -0.47], [-0.16, -0.09, -0.20], [0.24, -0.39, 0.04], [0.01, -0.19, 0.24], [-0.15, -0.54, 0.41], [-0.19, 0.86, -0.82], [0.38, -0.20, -0.08], [-0.07, -0.15, 0.26], [0.30, 0.17, 0.07], [-0.22, 0.04, 0.09], [0.00, -0.32, -0.20], [-0.14, 0.36, 0.06], [-0.19, 0.44, -0.21], [-0.01, 0.19, -0.01], [0.45, 0.10, -0.15], [0.03, 0.23, -0.29], [-0.13, -0.54, -0.09]],
  "lowdin_charge": [0.1935, 0.0140, 1.1430, -0.2275, 0.1584, -0.2493, 0.1874, 0.0490, 0.1964, -0.1022, 0.2159, 0.0664, -0.2331, -0.3357, -0.0707, -0.1662, -0.1947, -0.1736, -0.1206, 0.1431, 0.1550, 0.1295, 0.1305, 0.1253, 0.1277, 0.1295, 0.1315, 0.1232, 0.1407, 0.1370, 0.1769],
  "spin_multiplicity": 2,
  "s_squared": 1.149,
  "gap_ev": [5.2, 6.0],
  "charge": 2
}

***

Record 4
{
  "formula": "C5H6O2S",
  "method": "ωB97M-V/def2-TZVPD",
  "species": ["O", "C", "S", "C", "C", "C", "O", "C", "H", "H", "H", "H", "H", "H"],
  "coordinates": [[1.777817, -1.447014, 0.842050], [0.739893, -0.901607, 0.473709], [0.136336, -1.133640, -1.139400], [-1.284292, 0.074888, -1.295897], [-1.244326, 1.526940, -0.477435], [0.023647, 1.349596, 0.277967], [0.263303, 1.404660, 1.747211], [-0.115289, 0.183123, 1.116101], [-1.417169, 0.085696, -2.360488], [-2.149484, -0.466149, -0.819583], [-1.464411, 2.366803, -1.164206], [-2.063116, 1.663047, 0.262786], [1.010323, 1.541107, -0.236033], [-1.144278, -0.111058, 1.267187]],
  "forces_ev_per_a": [[-2.11, 1.00, -0.49], [2.39, -0.38, 1.97], [-0.65, 0.21, -0.94], [-1.29, -0.08, 2.33], [-0.87, -0.29, -1.04], [1.63, 1.36, 0.36], [-0.71, -0.43, -1.11], [1.18, -0.55, -0.26], [-0.24, 0.54, -0.44], [0.71, 0.47, -0.84], [1.05, -0.31, 0.13], [0.27, -0.88, -0.45], [-1.29, -0.46, 0.44], [-0.08, -0.19, 0.33]],
  "nbo_charge": [-0.5243, 0.3611, 0.2455, -0.5291, -0.4361, 0.0553, -0.4411, -0.0615, 0.2339, 0.2222, 0.2290, 0.2300, 0.2179, 0.1973],
  "gap_ev": 10.2,
  "charge": 0,
  "smiles": "O=C1SCC[C@H]2O[C@H]12"
}

***

Electronic energy (computed, Ha): -1097.11736; -418.22263; -1406.98246; -742.67989